Record 1
Computed, not measured: a structure of composition C20H26N6O3 in a non-equilibrium geometry, with ωB97M-V with the def2-TZVPD basis set.

Last column: Löwdin charge in e.
Positions of all 55 atoms, in Å:
C1 2.100 -3.930 -3.278  -0.085
C2 2.070 -3.060 -2.161  -0.241
C3 1.923 -1.741 -2.313  0.033
C4 1.990 -0.801 -1.090  -0.253
C5 2.200 -1.196 0.119  0.010
C6 2.528 -2.694 0.366  -0.029
C7 2.459 -3.518 -0.636  0.008
H1 2.655 -4.536 -0.881  0.087
H2 2.816 -3.116 1.156  0.024
H3 2.346 -0.749 1.050  0.101
C8 2.021 0.585 -1.265  -0.126
N1 1.510 1.382 -0.095  0.134
C9 -0.011 1.596 0.522  -0.221
N2 0.162 2.058 1.644  0.199
C10 1.398 2.586 1.778  -0.099
C11 2.256 1.985 1.006  -0.147
C12 3.486 2.307 0.927  -0.536
O1 4.431 1.935 0.086  -0.010
N3 3.983 2.929 1.801  0.236
C13 3.287 3.431 3.058  -0.434
O2 3.754 4.240 3.819  0.098
N4 2.040 3.144 3.035  0.024
C14 1.066 3.620 3.926  -0.031
H4 0.338 4.293 3.629  0.074
H5 1.687 4.288 4.401  0.069
H6 0.411 2.828 4.341  0.118
H7 4.852 3.349 2.080  0.180
N5 -0.953 0.897 -0.128  -0.020
C15 -1.110 -0.204 -0.689  -0.305
H8 -0.270 -0.807 -0.749  0.086
C16 -2.212 -1.130 -0.372  -0.059
N6 -3.570 -0.321 -0.356  -0.251
C17 -3.444 0.968 -0.189  -0.308
H9 -3.404 1.596 -1.114  0.133
C18 -2.263 1.447 0.725  0.016
H10 -2.214 0.748 1.582  0.128
H11 -2.225 2.555 0.685  0.133
H12 -4.336 1.241 0.492  0.150
C19 -4.415 -0.864 -1.358  -0.152
H13 -3.772 -0.979 -2.271  0.122
C20 -5.210 -2.273 -0.868  -0.238
O3 -5.619 -2.213 0.432  -0.018
H14 -5.147 -1.565 0.908  0.059
H15 -4.393 -2.877 -0.860  0.052
H16 -5.728 -2.392 -1.806  0.111
H17 -5.412 -0.129 -1.475  0.173
H18 -2.457 -2.007 -0.812  0.072
H19 -2.220 -1.374 0.806  0.169
H20 -1.344 0.068 -1.999  0.198
H21 1.304 0.899 -1.975  0.120
H22 2.827 1.127 -1.504  0.089
H23 1.779 -1.178 -3.222  0.112
H24 1.428 -4.818 -3.318  0.106
H25 1.614 -3.356 -4.078  0.094
H26 3.010 -4.273 -3.513  0.046

Output
* ΔE to the lowest compared entry with this formula, charge and spin: 395.33 kcal/mol
* electronic energy: -36229.972 eV
* lowest unoccupied orbital energy: 0.266 eV

Record 2
Computed, not measured: a structure of composition C6H7ClO in a non-equilibrium geometry, with ωB97M-V with the def2-TZVPD basis set.

Last column: Löwdin charge in e.
Positions of all 15 atoms, in Å:
C1 -1.490 0.745 -0.752  -0.086
C2 -0.661 1.550 0.140  -0.091
C3 -1.192 -0.572 -0.893  -0.121
C4 0.563 1.268 0.628  -0.110
C5 -0.165 -1.369 -0.187  -0.054
C6 1.203 -0.035 0.423  -0.768
O1 1.889 -0.533 1.463  -0.041
Cl1 2.364 0.038 -0.972  0.615
H1 -2.387 1.252 -0.958  0.082
H2 -0.925 2.646 0.144  0.122
H3 -1.834 -1.344 -1.370  0.112
H4 1.136 1.765 1.354  0.101
H5 -0.587 -1.821 0.624  0.063
H6 0.134 -2.128 -0.860  0.074
H7 1.953 -1.462 1.216  0.101

Output
* ΔE to the lowest compared entry with this formula, charge and spin: 78.62 kcal/mol
* electronic energy: -20902.124 eV
* lowest unoccupied orbital energy: 0.222 eV

Record 3
Computed, not measured: a structure of composition C19H40AlN3O5S in a non-equilibrium geometry, with ωB97M-V with the def2-TZVPD basis set.

Last column: Löwdin charge in e.
Positions of all 69 atoms, in Å:
O1 0.199 3.806 -2.701  -0.072
C1 0.697 2.469 -2.621  -0.286
C2 2.096 2.378 -3.183  -0.183
C3 2.576 0.933 -3.257  -0.165
C4 2.831 0.289 -1.910  -0.450
C5 3.217 -1.234 -2.113  -0.275
O2 4.306 -1.614 -1.320  -0.200
Al1 4.253 -0.388 -0.008  0.238
C6 5.802 -0.163 1.248  -0.199
C7 5.675 -1.039 2.532  -0.290
C8 5.053 -0.305 3.711  -0.289
C9 3.556 -0.117 3.492  -0.464
S1 2.646 -1.595 4.039  0.986
C10 1.867 -2.091 2.580  -0.726
N1 0.740 -1.727 2.068  0.032
N2 0.575 -2.421 0.893  0.047
C11 1.630 -3.155 0.775  -0.211
O3 2.471 -3.020 1.787  0.030
O4 3.893 0.907 -1.220  -0.168
H1 -0.202 4.048 -1.867  0.064
H2 0.046 1.830 -3.228  0.109
H3 0.664 2.077 -1.604  0.104
H4 2.060 2.777 -4.199  0.114
H5 2.792 2.989 -2.613  0.118
H6 1.796 0.345 -3.755  0.113
H7 3.478 0.829 -3.856  0.123
H8 1.962 0.355 -1.244  0.092
H9 3.336 -1.485 -3.171  0.105
H10 2.330 -1.806 -1.772  0.085
H11 2.796 -0.631 0.674  0.036
H12 6.702 -0.457 0.706  0.048
H13 5.955 0.880 1.533  0.050
H14 5.045 -1.903 2.300  0.081
H15 6.644 -1.453 2.811  0.097
H16 5.181 -0.914 4.610  0.089
H17 5.517 0.658 3.917  0.109
H18 3.170 0.713 4.079  0.069
H19 3.343 0.105 2.453  0.019
H20 1.842 -3.837 -0.025  0.140
C12 -3.599 2.336 0.900  -0.049
C13 -3.224 1.314 -0.152  -0.161
N3 -2.998 -0.084 0.367  -0.264
C14 -1.895 -0.047 1.382  -0.004
C15 -2.449 -0.957 -0.745  -0.149
C16 -3.351 -1.221 -1.940  -0.046
C17 -4.186 -0.689 1.072  -0.072
C18 -5.529 -0.727 0.374  -0.201
O5 -6.001 0.575 0.114  -0.205
C19 -7.002 0.620 -0.895  -0.072
H21 -2.783 2.530 1.594  0.081
H22 -3.817 3.276 0.395  0.095
H23 -4.486 2.055 1.462  0.077
H24 -2.282 1.597 -0.625  0.133
H25 -3.980 1.261 -0.926  0.110
H26 -1.028 0.426 0.929  0.116
H27 -1.647 -1.070 1.651  0.081
H28 -2.210 0.499 2.263  0.105
H29 -2.155 -1.895 -0.277  0.125
H30 -1.541 -0.453 -1.072  0.131
H31 -4.033 -2.049 -1.759  0.074
H32 -2.722 -1.523 -2.775  0.095
H33 -3.922 -0.351 -2.262  0.076
H34 -4.293 -0.131 2.000  0.134
H35 -3.885 -1.706 1.321  0.149
H36 -6.217 -1.224 1.069  0.142
H37 -5.508 -1.329 -0.534  0.105
H38 -7.591 -0.298 -0.919  0.093
H39 -6.543 0.775 -1.877  0.091
H40 -7.661 1.457 -0.678  0.094

Output
* electronic energy: -52489.814 eV
* lowest unoccupied orbital energy: -0.292 eV

Question: Which of these has the lowest lowest unoccupied orbital energy?
Answer: C19H40AlN3O5S